1.
DFT (ωB97M-V/def2-TZVPD) results for a molecular structure, C4H8NO in a non-equilibrium geometry.

The geometry in XYZ format:
```
14
Properties=species:S:1:pos:R:3:forces:R:3:lowdin_charge:R:1
C -0.030 0.422 1.060 1.47 -2.61 -3.56 -0.245
C -0.776 1.311 1.574 -2.94 1.59 0.75 0.090
C -0.483 -0.169 -0.732 2.44 -0.29 4.31 -0.143
C 0.592 -0.719 -1.542 -0.07 0.39 -2.23 0.001
N 1.117 -0.139 1.592 -0.66 -0.63 -0.80 0.099
O -1.657 -0.011 -1.046 -3.18 -0.20 -1.77 0.214
H -0.457 1.941 2.368 0.40 -0.11 0.95 0.093
H -1.832 1.379 1.360 0.00 0.59 -0.88 0.090
H 1.262 0.152 -1.663 -0.06 -0.07 -0.15 0.135
H 0.305 -1.078 -2.564 -0.12 0.55 0.75 0.123
H 1.248 -1.490 -1.185 -0.05 -0.36 1.09 0.101
H 1.873 -0.091 0.947 1.05 0.10 -0.31 0.080
H 0.922 -1.135 1.744 0.29 0.36 0.47 0.124
H -2.084 -0.375 -1.914 1.42 0.69 1.38 0.238
```
Positions in Å, forces in eV/Å.

Summary:
**Net charge**: +1
**Electronic energy**: -286.82326 Eh
**Highest occupied orbital energy**: -14.3 eV

=====

2.
DFT (ωB97M-V/def2-TZVPD) results for a molecular structure, C3H10Cl2O3PS in a non-equilibrium geometry.

The geometry in XYZ format:
```
20
Properties=species:S:1:pos:R:3:forces:R:3:lowdin_charge:R:1
C -1.242 -2.409 0.165 0.53 0.04 -0.16 -0.065
C 0.048 -2.345 -0.644 -0.57 -1.08 0.25 -0.269
O 0.231 -1.072 -1.333 0.30 -0.01 0.52 -0.466
S 0.620 0.190 -0.432 -0.28 -0.45 -0.07 0.778
P 2.830 0.003 0.150 1.54 -0.21 -0.67 0.766
O 3.068 -1.444 0.774 -0.38 0.54 0.52 -0.257
O 2.845 0.943 1.466 -0.78 -0.36 -0.22 -0.266
H -1.136 -1.974 1.160 -0.18 0.19 -0.07 0.070
H -2.057 -1.963 -0.402 -0.12 -0.01 0.16 0.095
H -1.450 -3.468 0.323 -0.14 0.03 -0.01 0.096
H -0.011 -3.088 -1.437 0.12 0.30 -0.26 0.133
H 0.903 -2.617 -0.024 0.22 0.39 -0.15 0.103
H -0.116 0.039 0.699 0.00 -0.21 -0.08 -0.016
H 2.888 -1.490 1.729 0.07 -0.26 -0.02 0.096
H 2.339 1.763 1.355 0.32 0.20 0.22 0.078
C -1.973 3.886 -0.602 -0.19 0.15 0.01 -0.969
Cl -2.543 4.055 -2.250 0.01 0.00 0.02 0.558
Cl -1.122 2.321 -0.374 -0.56 0.95 0.02 0.470
H -1.272 4.681 -0.380 0.08 -0.08 -0.02 0.032
H -2.818 3.918 0.076 0.01 -0.12 0.00 0.033
```
Positions in Å, forces in eV/Å.

Summary:
**Net charge**: +1
**Electronic energy**: -2005.66636 Eh
**Highest occupied orbital energy**: -13.8 eV